1.
A cluster of 4 separate species, C4H16NO3 in total at a distorted geometry. Source: OMol25; level of theory: the ωB97M-V functional and the def2-TZVPD basis.

Positions of all 24 atoms, in Å:
C 2.128 -0.593 -0.098
C 0.970 0.425 -0.178
C -0.270 0.034 0.557
C -0.819 0.747 1.514
N -1.005 -1.097 -0.043
H 2.232 -1.112 -1.056
H 3.085 -0.098 -0.042
H 2.046 -1.438 0.587
H 1.266 1.423 0.085
H 0.715 0.448 -1.245
H -0.318 1.596 1.964
H -1.753 0.562 2.031
H -2.016 -1.003 0.125
H -0.799 -2.047 0.282
H -0.938 -1.022 -1.065
H -0.561 -2.934 -2.930
H -1.923 -2.528 -3.464
O -1.379 -2.499 -2.663
H 2.549 5.268 -0.852
H 3.689 5.243 -1.918
O 3.367 4.838 -1.109
H -2.522 -0.889 3.054
H -3.582 -1.934 2.855
O -2.680 -1.719 2.581

Properties
* ΔE to the lowest compared entry with this formula, charge and spin: 1.487 eV
* E_LUMO: -3.00 eV
* charge: +1
* HOMO level: -13.6 eV
* E_tot: -12033.1460 eV
* orbital gap: 10.60 eV

natural (NBO) atomic charge list, values in e, 6 entries:
1 C -0.63
2 C -0.45
3 C 0.14
4 C -0.34
5 N -0.70
6 H 0.21



2.
A cluster of 4 separate species, C4H16NO3S in total at a distorted geometry. Source: OMol25; level of theory: the ωB97M-V functional and the def2-TZVPD basis.

Positions of all 25 atoms, in Å:
C -0.308 -1.714 -1.185
N -0.450 -0.378 -0.584
C -0.569 -0.525 0.861
C -1.039 0.744 1.574
S 0.335 1.899 1.950
C 1.193 -2.153 -1.361
H -0.899 -1.708 -2.109
H -0.697 -2.536 -0.591
H 0.256 0.282 -0.877
H -1.249 -1.285 1.220
H 0.383 -0.708 1.438
H -1.901 1.241 1.110
H -1.401 0.363 2.532
H 1.309 -3.179 -1.664
H 1.570 -2.068 -0.340
H 1.615 -1.373 -2.036
H 0.752 2.510 -1.321
H 0.728 3.302 -0.049
O 0.587 3.407 -1.013
H -3.305 0.834 -1.926
H -2.383 0.767 -0.756
O -3.326 0.666 -0.973
H 2.461 -0.017 1.877
H 3.069 1.131 2.461
O 3.268 0.496 1.763

Properties
* ΔE to the lowest compared entry with this formula, charge and spin: 0.000 eV
* E_LUMO: 3.33 eV
* charge: -1
* HOMO level: -3.1 eV
* E_tot: -22876.0767 eV
* orbital gap: 6.48 eV

natural (NBO) atomic charge list, values in e, 6 entries:
1 C -0.20
2 N -0.67
3 C -0.25
4 C -0.52
5 S -0.74
6 C -0.63



3.
A cluster of 5 separate species, C4H16NO6 in total at a distorted geometry. Source: OMol25; level of theory: the ωB97M-V functional and the def2-TZVPD basis.

Positions of all 27 atoms, in Å:
C 0.059 -0.873 -1.307
N 0.867 -0.178 -0.481
C 1.511 1.032 -0.976
C 0.907 -0.503 0.923
C -0.391 0.032 1.709
O 0.075 0.978 2.574
O -0.084 -0.608 -2.490
H -0.433 -1.707 -0.781
H 2.237 1.461 -0.300
H 1.885 0.776 -1.968
H 0.778 1.818 -1.184
H 0.981 -1.571 1.096
H 1.772 0.019 1.320
H -0.730 -0.831 2.288
H -1.077 0.485 0.993
H -1.599 -3.628 -2.767
H -0.141 -3.978 -2.407
O -0.996 -4.379 -2.577
H 2.154 2.749 1.677
H 0.809 2.420 2.173
O 1.266 3.128 1.691
H -1.932 2.912 3.719
H -0.604 2.460 3.135
O -1.078 3.256 3.445
H -2.508 -1.903 -3.825
H -1.474 -1.384 -2.779
O -2.257 -1.982 -2.900

Properties
* ΔE to the lowest compared entry with this formula, charge and spin: 0.725 eV
* E_LUMO (alpha / beta): 0.22 / -3.33 eV
* multiplicity: 2
* HOMO level (alpha / beta): -10.6 / -10.7 eV
* E_tot: -18179.9884 eV
* orbital gap (alpha / beta): 10.80 / 7.37 eV

natural (NBO) atomic charge list, values in e, 6 entries:
1 C 0.53
2 N -0.41
3 C -0.43
4 C -0.19
5 C -0.12
6 O -0.37



4.
A cluster of 4 separate species, C4H16O3 in total at a distorted geometry. Source: OMol25; level of theory: the ωB97M-V functional and the def2-TZVPD basis.

Positions of all 23 atoms, in Å:
C -0.711 1.165 -2.114
C -0.217 0.679 -0.592
C 0.746 -0.429 -0.792
C -1.345 0.656 0.451
H -1.313 0.285 -2.603
H 0.034 1.571 -2.736
H -1.423 2.048 -1.926
H 0.263 1.543 -0.192
H 1.336 -0.584 0.073
H 0.317 -1.510 -0.992
H 1.477 -0.315 -1.682
H -2.255 0.035 0.083
H -1.778 1.717 0.752
H -1.177 0.210 1.454
H 7.262 -0.969 -1.526
H 6.177 -1.904 -1.671
O 7.124 -1.850 -1.675
H -0.303 -0.376 2.526
H 0.005 -1.414 3.511
O -0.165 -0.432 3.513
H -4.020 0.488 1.941
H -5.414 -0.423 1.782
O -4.621 -0.192 2.416

Properties
* ΔE to the lowest compared entry with this formula, charge and spin: 2.362 eV
* E_LUMO (alpha / beta): 3.02 / 3.41 eV
* multiplicity: 2
* charge: -1
* HOMO level (alpha / beta): 0.9 / -7.6 eV
* E_tot: -10547.1570 eV
* orbital gap (alpha / beta): 2.09 / 11.00 eV

natural (NBO) atomic charge list, values in e, 6 entries:
1 C -0.64
2 C -0.30
3 C -0.86
4 C -0.77
5 H 0.20
6 H 0.20



ΔE to the lowest compared entry with this formula, charge and spin of number 3 (C4H16NO6)? 0.725 eV



Which formula does entry 2 have? C4H16NO3S



What is the formula in the second record? C4H16NO3S